[1]
The following is a quantum chemistry calculation of an isolated molecule of C14H22BN3O6S at a distorted geometry, from OMol25.

## Properties
Energy (Eh): -1585.5198
Frontier orbital gap (eV): 8.5
Relative energy (zero: lowest compared OMol25 entry of this formula, charge and spin) (kJ/mol): 0.0
Highest occupied orbital energy (eV): -8.30
Structure (SMILES): Nc1ccccc1S(=O)(=O)N1C[C@H](CCCB(O)O)[C@](N)(C(=O)O)C1
Lowest unoccupied orbital energy (hartree): 0.0073

ORCA input file:
```
! RIJCOSX wB97M-V def2-TZVPD def2/J DEFGRID3
* xyz 0 1
N 1.638 3.599 2.963
C 1.979 3.723 1.633
C 2.103 5.008 1.063
C 2.604 5.183 -0.213
C 2.860 4.074 -0.982
C 2.725 2.806 -0.459
C 2.231 2.631 0.824
S 1.961 0.929 1.374
O 2.435 0.870 2.822
O 2.621 0.089 0.305
N 0.250 0.752 1.304
C -0.100 0.295 -0.032
C -0.289 -1.245 0.029
C -1.727 -1.635 -0.340
C -2.019 -1.488 -1.818
C -3.248 -2.219 -2.295
B -3.116 -2.585 -3.847
O -3.279 -1.636 -4.824
O -2.827 -3.929 -4.100
C 0.083 -1.669 1.495
N 1.453 -2.193 1.514
C -0.850 -2.713 2.100
O -1.843 -2.370 2.718
O -0.549 -4.043 1.888
C -0.079 -0.322 2.264
H 1.539 4.377 3.627
H 1.830 2.684 3.407
H 1.941 5.865 1.695
H 2.652 6.161 -0.643
H 3.201 4.151 -2.001
H 2.929 1.944 -1.042
H 0.721 0.575 -0.718
H -1.039 0.794 -0.362
H 0.405 -1.732 -0.663
H -1.945 -2.641 -0.013
H -2.407 -1.001 0.248
H -2.083 -0.426 -2.099
H -1.169 -1.913 -2.387
H -4.156 -1.645 -2.196
H -3.409 -3.135 -1.699
H -3.132 -1.973 -5.714
H -2.734 -4.394 -4.941
H 2.062 -1.516 1.064
H 1.532 -3.069 1.019
H -1.255 -4.587 2.290
H -1.093 -0.135 2.619
H 0.594 -0.296 3.124
*
```



[2]
The following is a quantum chemistry calculation of a structure of composition C14H22BrI2O3P2Tm at a distorted geometry, from OMol25.

## Properties
⟨S²⟩: 2.002
Energy (Eh): -5709.1263
Frontier orbital gap (alpha / beta) (eV): 5.5 / 5.5
Highest occupied orbital energy (alpha / beta) (eV): -13.69 / -13.69
Lowest unoccupied orbital energy (alpha / beta) (hartree): -0.3003 / -0.2996

ORCA input file:
```
! RIJCOSX wB97M-V def2-TZVPD def2/J DEFGRID3
* xyz 2 3
I -2.383 -0.653 -1.736
I -0.110 0.057 -3.096
Tm 1.269 0.293 1.068
P -0.265 -2.781 -0.529
C -0.764 -3.817 0.912
C -0.776 -4.039 -1.821
H -0.339 -5.024 -1.560
H 1.650 -4.325 -0.934
H -0.429 -3.739 -2.824
H 2.035 -2.597 -1.213
H -1.556 -3.241 1.396
H -1.876 -4.086 -1.858
C 1.522 -3.300 -0.542
H -1.165 -4.812 0.656
H 1.954 -3.212 0.467
H 0.067 -3.921 1.619
P 0.110 2.929 0.341
C -0.263 4.257 1.553
C 1.579 3.639 -0.482
H -1.084 2.628 -1.733
H -1.018 4.368 -1.234
H -2.152 3.217 -0.430
C -1.166 3.328 -0.893
H 1.833 3.026 -1.356
H 1.346 4.666 -0.799
H -0.041 5.242 1.104
H 0.331 4.124 2.463
H 2.421 3.645 0.219
H -1.326 4.221 1.823
C -0.931 0.931 1.649
O -1.852 1.198 2.307
Br 2.981 1.278 2.755
C 2.067 0.078 4.379
C 1.734 0.806 5.510
C 1.143 0.126 6.603
C 1.116 -1.273 6.608
C 1.563 -2.006 5.507
C 1.918 -1.306 4.317
C 1.913 -2.147 3.050
O 2.269 -3.317 3.057
O 1.374 -1.532 1.977
H 1.862 1.891 5.513
H 0.726 0.724 7.424
H 0.766 -1.804 7.495
H 1.605 -3.100 5.509
*
```



[3]
The following is a quantum chemistry calculation of a structure of composition C14H22CdO5P at a distorted geometry, from OMol25.

## Properties
Energy (Eh): -1431.5517
Frontier orbital gap (eV): 6.8
Relative energy (zero: lowest compared OMol25 entry of this formula, charge and spin) (kJ/mol): 0.0
Highest occupied orbital energy (eV): -10.58
Lowest unoccupied orbital energy (hartree): -0.1406

ORCA input file:
```
! RIJCOSX wB97M-V def2-TZVPD def2/J DEFGRID3
* xyz 1 1
O -2.949 0.514 -5.189
C -2.631 0.599 -4.096
Cd -0.662 -2.327 -0.551
O -3.775 -1.930 0.790
C -2.689 -2.025 0.460
C 0.270 -3.859 1.194
O 0.783 -4.607 1.902
C 1.058 -3.216 -1.755
O 1.772 -3.957 -2.273
C -1.809 -4.271 -1.759
O -2.198 -5.128 -2.416
H 0.032 -1.828 -2.070
C -2.451 1.321 -0.336
C -0.945 1.648 -0.402
C -0.642 2.892 0.417
P 0.081 0.158 -0.005
C 1.702 0.381 -0.912
C 2.208 1.810 -0.970
C 2.777 -0.601 -0.415
C 0.440 0.105 1.817
C 1.411 1.157 2.333
C -0.866 0.090 2.629
H -2.763 0.984 0.668
H -2.751 0.563 -1.073
H -3.018 2.245 -0.562
H -0.700 1.841 -1.457
H -0.945 2.793 1.470
H 0.413 3.194 0.379
H -1.221 3.732 0.001
H 1.413 0.072 -1.930
H 2.452 2.209 0.021
H 3.131 1.828 -1.560
H 1.498 2.484 -1.455
H 2.493 -1.648 -0.585
H 3.695 -0.413 -0.985
H 3.004 -0.459 0.651
H 0.929 -0.877 1.934
H 1.002 2.180 2.269
H 1.598 0.956 3.411
H 2.394 1.138 1.837
H -1.609 -0.603 2.228
H -0.621 -0.235 3.646
H -1.311 1.089 2.697
*
```



[4]
The following is a quantum chemistry calculation of a structure of composition C14H22F2O22S4 at a distorted geometry, from OMol25.

## Properties
Energy (Eh): -3994.3263
Frontier orbital gap (eV): 11.0
Highest occupied orbital energy (eV): -11.12
Lowest unoccupied orbital energy (hartree): -0.0059

ORCA input file:
```
! RIJCOSX wB97M-V def2-TZVPD def2/J DEFGRID3
* xyz 0 1
C 5.058 1.152 -2.862
C 5.691 -0.232 -2.887
O 7.039 0.051 -2.724
C 7.241 1.315 -3.325
O 8.311 1.776 -3.540
O 6.062 1.855 -3.601
F 5.470 -0.802 -4.129
H 4.995 1.564 -1.858
H 4.101 1.074 -3.366
H 5.245 -0.941 -2.193
C 2.085 -3.261 3.250
C 0.553 -3.320 3.331
O 0.327 -4.714 3.120
C 1.403 -5.418 3.501
O 1.436 -6.589 3.677
O 2.505 -4.599 3.528
F -0.087 -2.638 2.374
H 2.395 -2.589 4.050
H 2.512 -3.074 2.266
H 0.205 -3.018 4.321
C -2.710 6.366 -2.369
C -2.403 6.490 -0.879
O -1.519 5.369 -0.665
S -1.780 4.190 -1.762
O -2.203 3.002 -1.086
O -0.732 4.094 -2.723
O -3.031 4.978 -2.447
H -1.835 6.683 -2.943
H -3.572 6.896 -2.765
H -3.323 6.457 -0.299
H -1.777 7.342 -0.622
C -0.617 0.264 -1.077
C -0.013 0.615 0.295
O 1.359 0.243 0.182
S 1.669 -0.800 -0.954
O 1.974 -2.104 -0.393
O 2.626 -0.174 -1.806
O 0.190 -0.758 -1.650
H -0.733 1.180 -1.654
H -1.618 -0.143 -0.941
H -0.506 0.108 1.126
H -0.059 1.681 0.505
C -3.033 -2.476 -2.404
C -1.720 -2.676 -3.155
O -2.102 -3.167 -4.465
S -3.683 -2.883 -4.738
O -4.392 -4.123 -4.552
O -3.906 -2.101 -5.898
O -3.870 -1.948 -3.445
H -3.135 -1.742 -1.605
H -3.547 -3.375 -2.047
H -0.999 -3.376 -2.747
H -1.253 -1.702 -3.276
C -0.977 -0.548 5.948
C -1.590 0.838 6.250
O -2.816 0.871 5.503
S -2.911 -0.306 4.453
O -2.009 -0.025 3.377
O -4.250 -0.719 4.193
O -2.100 -1.311 5.499
H -0.528 -0.976 6.838
H -0.256 -0.498 5.134
H -1.022 1.670 5.838
H -1.838 1.004 7.294
*
```